This record from the OMol25 dataset describes a molecular structure, C59H55FeO2P3STe in a non-equilibrium geometry. The level of theory is ωB97M-V/def2-TZVPD.

XYZ file:
```
122
Properties=species:S:1:pos:R:3:lowdin_charge:R:1
P 0.26 2.54 -0.18 1.01
Fe -0.31 -0.04 0.24 0.50
C 1.99 -3.24 1.78 -0.16
C -1.09 -6.52 -0.86 -0.05
C 8.03 0.41 -0.77 -0.06
S -3.10 -2.92 -0.39 0.94
C -4.38 -0.45 -0.35 -0.33
C -1.08 -0.34 3.52 -0.25
H -1.28 -2.46 3.84 0.07
H -2.34 -1.81 2.57 0.05
H -4.08 3.42 4.75 0.12
C -1.91 -1.61 3.55 -0.06
C 4.15 1.59 0.55 -0.35
H 4.06 4.87 -2.36 0.12
H -4.19 4.31 -2.57 0.12
C 5.69 -0.05 -0.53 -0.28
C 1.39 2.45 2.35 -0.15
H -1.99 -6.84 2.38 0.11
C 1.75 4.29 3.84 -0.05
C -0.66 3.96 -0.93 -0.20
H 1.15 0.88 -2.38 0.06
C 1.83 2.93 3.56 -0.06
C 3.22 -3.80 2.07 -0.06
H 1.92 -3.75 -1.57 0.10
C -1.99 1.18 -2.33 -0.15
H 2.87 1.18 -4.15 0.11
H 4.24 -1.02 -1.78 0.07
H 4.94 -4.79 1.26 0.12
H -0.37 -4.73 -1.77 0.11
C -5.67 -2.33 -1.17 -0.05
H -1.50 4.28 -0.32 0.05
P -0.26 -2.70 0.33 1.04
C -1.27 -5.04 1.49 -0.09
H -5.33 1.35 4.30 0.12
H 4.11 -4.72 -1.06 0.12
Te 2.85 -0.14 0.42 1.41
C -3.86 2.84 3.87 -0.05
H -1.35 -4.47 2.40 0.10
H 8.68 2.33 -0.05 0.11
C -4.48 -1.79 -0.72 -0.36
C 1.66 2.70 -1.37 -0.42
C 0.88 3.29 1.37 -0.37
C 2.29 -3.73 -0.56 -0.10
H 2.37 4.57 -0.60 0.11
C 1.81 1.74 -2.37 -0.15
C 1.22 5.14 2.88 -0.06
C -2.41 -2.21 -3.07 -0.03
H 0.53 -1.20 -4.40 0.12
H 2.06 4.67 4.79 0.12
H 0.47 -1.16 2.70 0.05
C -3.57 2.69 -1.33 -0.10
C 3.99 -4.33 1.04 -0.06
H 3.57 -3.86 3.09 0.12
C 2.76 1.91 -3.36 -0.06
C 3.52 -4.29 -0.26 -0.07
H 4.17 1.95 1.58 0.07
C -2.00 -2.40 -1.76 -0.36
C -2.59 2.49 1.88 -0.12
C 6.96 -0.44 -0.95 -0.03
C 2.48 3.82 -1.37 -0.11
C 4.51 -0.95 -0.72 -0.35
C -0.65 -2.25 -1.41 -0.44
H -3.44 -2.39 -3.34 0.13
C -4.32 0.93 2.46 -0.08
H 6.45 3.01 0.70 0.12
H 1.15 6.20 3.09 0.12
H -1.78 2.77 1.22 0.04
C -0.17 -1.56 -3.66 -0.06
C 7.85 1.66 -0.19 -0.06
C 6.59 2.04 0.24 -0.03
C -1.49 -1.81 -4.03 -0.03
H -1.36 1.63 -4.32 0.12
H -0.59 -0.17 4.48 0.14
C -3.33 1.35 1.58 -0.38
C -1.55 -7.12 0.31 -0.04
C -5.52 0.34 -0.47 -0.08
H 3.76 2.40 -0.07 0.04
H 0.02 4.79 -1.10 0.06
C -1.98 1.92 -3.49 -0.06
C -2.79 1.54 -1.25 -0.38
H -4.90 0.05 2.26 0.12
H -2.70 -1.51 4.28 0.09
H -4.16 3.02 -0.49 0.11
C -6.78 -1.52 -1.32 -0.03
H -5.71 -3.39 -1.38 0.12
H -2.30 4.14 3.20 0.11
H 1.42 1.38 2.16 0.00
H 1.30 -1.63 -2.09 0.08
H 4.30 3.18 -4.14 0.12
C -6.71 -0.18 -0.95 -0.03
H -1.70 0.53 3.28 0.09
H -1.84 -8.16 0.30 0.12
H 2.24 2.26 4.30 0.12
C -0.82 -4.45 0.32 -0.41
H -1.04 3.65 -1.90 0.03
C 1.52 -3.19 0.47 -0.42
H -7.57 0.45 -1.03 0.12
C -0.72 -5.19 -0.86 -0.09
C 3.57 3.04 -3.36 -0.05
H 9.01 0.10 -1.09 0.11
C -4.58 1.68 3.61 -0.05
H -1.37 0.29 -2.24 0.05
H 7.10 -1.40 -1.41 0.12
C 0.79 4.65 1.66 -0.09
P -2.80 0.35 0.15 1.09
C -3.57 3.43 -2.50 -0.05
C 3.43 3.99 -2.36 -0.05
O -0.08 -0.39 2.49 -0.23
H -2.79 3.64 -4.48 0.12
C -2.79 3.05 -3.58 -0.06
H -5.49 1.37 -0.16 0.10
H 0.37 5.35 0.95 0.10
C -1.63 -6.38 1.48 -0.05
C 5.51 1.18 0.08 -0.28
C -2.87 3.24 3.00 -0.05
H 4.72 -1.96 -0.38 0.04
H -1.80 -1.67 -5.05 0.12
H -7.70 -1.92 -1.70 0.12
H -1.03 -7.08 -1.77 0.12
O -3.61 -4.24 -0.73 -0.43
C 0.26 -1.78 -2.36 -0.12
H 1.36 -2.91 2.60 0.09
```

- orbital gap (spin up / spin down) (Ha) = 0.2702 / 0.2427
- energy relative to the best compared isomer or geometry (same formula, charge and spin) (kcal/mol) = 31.61
- E (a.u.) = -5385.20822
- <S²> = 6.01
- E_LUMO (spin up / spin down) (Eh) = -0.1913 / -0.2196
- HOMO level (spin up / spin down) (eV) = -12.56 / -12.58
- total charge = +2
- spin multiplicity = 5